Record 1
DFT (the ωB97M-V functional and the def2-TZVPD basis) results for a cluster of 2 separate species, C2HN4S in total at a distorted geometry.

```
8
Properties=species:S:1:pos:R:3:forces:R:3:mulliken_charge:R:1
C -0.130223 -2.052170 -1.346806 -0.79 1.32 0.75 0.37
C -0.104172 -1.206976 -0.209694 3.25 -0.55 1.83 -0.31
N -2.047768 1.124481 -0.487768 0.67 -0.91 -0.27 -0.91
N -0.193534 -2.406527 -2.426016 0.07 -1.27 -1.67 -0.35
N -2.480415 1.990800 0.174339 0.26 -0.83 -1.05 0.53
N -2.946062 2.853102 0.759764 -0.74 1.59 1.35 -0.57
S 1.157497 -1.556100 0.868635 -2.18 0.69 -1.22 -0.20
H -0.675985 -0.263690 -0.254863 -0.54 -0.02 0.29 0.45
```
Positions in Å, forces in eV/Å.

Values from the calculation:
- Highest occupied orbital energy: -0.1202 hartree
- Strongest force on any atom: 3.8 eV/Å
- Charge: -1
- M: 113.12 g/mol
- Energy above the lowest of the compared OMol25 structures with the same formula, charge and spin: 1.820 eV
- LUMO energy: 1.445 eV


Record 2
DFT (the ωB97M-V functional and the def2-TZVPD basis) results for an isolated molecule of Cl2H2NOP at a distorted geometry.

```
7
Properties=species:S:1:pos:R:3:forces:R:3:mulliken_charge:R:1
N -0.694963 1.118539 -0.181820 -0.55 -2.60 1.35 -0.63
P -0.254048 -0.390857 0.119651 -1.00 2.41 -2.92 0.89
O 1.268146 -0.609717 -0.227739 0.91 1.88 -0.39 -0.49
Cl -0.392635 -1.030769 1.923008 -0.45 -0.88 1.95 -0.15
Cl -1.171749 -1.891573 -1.023520 0.58 0.72 0.78 -0.23
H -1.618622 1.234960 0.314152 1.09 0.24 -0.75 0.23
H 1.662293 0.324411 -0.283421 -0.57 -1.77 -0.01 0.37
```
Positions in Å, forces in eV/Å.

Values from the calculation:
- Highest occupied orbital energy: -0.3618 hartree
- Strongest force on any atom: 3.9 eV/Å
- Charge: 0
- M: 133.90 g/mol
- Energy above the lowest of the compared OMol25 structures with the same formula, charge and spin: 0.216 eV
- SMILES: N=P(O)(Cl)Cl
- LUMO energy: 0.301 eV


| no. | HOMO-LUMO gap (eV) |
| --- | --- |
| 1 | 4.7171 |
| 2 | 10.1454 |